Record 1
Molecular formula: C34H53F15N2NbO16
Method: DFT, the ωB97M-V functional and the def2-TZVPD basis

Results
total charge = -1
HOMO-LUMO gap = 6.7 eV

Positions of all 121 atoms, in Å:
C1 -1.693 2.006 3.215
C2 -0.867 1.536 2.443
Nb1 0.750 0.821 0.964
N1 -0.658 -0.632 0.334
C3 2.124 2.332 1.973
C4 3.509 2.556 1.239
C5 3.449 2.654 -0.326
C6 4.797 3.341 -0.792
O1 4.812 3.310 -2.239
C7 1.359 -0.682 2.606
O2 0.581 -1.905 2.600
C8 1.185 -2.873 1.748
O3 0.288 -3.961 1.629
C9 -0.516 -3.899 0.459
C10 -2.061 -3.645 0.777
O4 -2.323 -3.478 2.177
N2 0.167 2.248 -0.544
C11 0.479 1.865 -1.910
C12 0.713 0.420 -2.433
O5 0.543 2.764 -2.729
C13 -1.177 2.707 -0.409
C14 -1.482 4.053 0.348
O6 -2.146 2.118 -0.855
H1 -2.155 2.636 4.019
H2 2.105 0.128 -0.017
H3 -1.274 -0.249 -0.396
H4 -1.304 -0.889 1.088
H5 2.373 1.919 2.992
H6 1.568 3.286 2.182
H7 4.286 1.809 1.559
H8 3.897 3.554 1.601
H9 3.427 1.669 -0.847
H10 2.613 3.324 -0.639
H11 4.852 4.390 -0.409
H12 5.639 2.705 -0.399
H13 5.434 4.060 -2.554
H14 2.446 -0.980 2.512
H15 1.263 -0.175 3.603
H16 2.115 -3.254 2.249
H17 1.493 -2.419 0.772
H18 -0.474 -4.916 -0.021
H19 -0.191 -3.145 -0.292
H20 -2.414 -2.733 0.234
H21 -2.647 -4.536 0.416
H22 -2.788 -2.633 2.273
H23 1.703 -0.010 -2.138
H24 0.752 0.486 -3.554
H25 -0.127 -0.284 -2.214
H26 -0.587 4.464 0.866
H27 -2.278 3.792 1.088
H28 -1.943 4.764 -0.375
C15 -4.369 -6.182 2.715
C16 -5.821 -6.252 2.295
O7 -5.955 -6.898 1.015
C17 -5.960 -8.230 1.028
O8 -5.862 -8.909 2.009
C18 -6.157 -8.769 -0.391
F1 -5.398 -8.127 -1.294
F2 -7.436 -8.637 -0.797
F3 -5.851 -10.069 -0.492
H29 -3.769 -5.698 1.943
H30 -4.262 -5.621 3.644
H31 -3.954 -7.180 2.863
H32 -6.219 -5.244 2.177
H33 -6.434 -6.752 3.047
C19 3.998 9.191 -6.352
C20 4.434 9.364 -4.912
O9 4.093 8.205 -4.134
C21 4.944 7.181 -4.205
O10 5.947 7.167 -4.861
C22 4.479 6.045 -3.292
F4 3.174 5.808 -3.395
F5 4.718 6.318 -1.999
F6 5.110 4.877 -3.568
H34 2.934 8.954 -6.404
H35 4.184 10.102 -6.922
H36 4.533 8.369 -6.829
H37 3.904 10.205 -4.465
H38 5.501 9.580 -4.838
C23 -10.518 -8.345 -1.129
C24 -12.024 -8.281 -0.984
O11 -12.415 -8.482 0.385
C25 -12.355 -7.407 1.175
O12 -12.004 -6.318 0.825
C26 -12.845 -7.758 2.582
F7 -12.340 -8.924 3.021
F8 -14.185 -7.875 2.621
F9 -12.509 -6.829 3.482
H39 -10.133 -9.281 -0.720
H40 -10.229 -8.274 -2.178
H41 -10.035 -7.535 -0.582
H42 -12.484 -9.086 -1.559
H43 -12.425 -7.342 -1.368
C27 8.181 3.738 -7.018
C28 8.160 3.515 -5.521
O13 8.020 2.118 -5.218
C29 9.141 1.398 -5.248
O14 10.228 1.831 -5.508
C30 8.849 -0.054 -4.859
F10 7.748 -0.530 -5.461
F11 8.653 -0.176 -3.535
F12 9.854 -0.877 -5.182
H44 7.297 3.297 -7.483
H45 8.206 4.804 -7.248
H46 9.052 3.264 -7.474
H47 7.296 4.017 -5.086
H48 9.047 3.930 -5.040
C31 3.543 3.649 7.440
C32 2.715 2.388 7.573
O15 1.314 2.687 7.486
C33 0.821 2.810 6.245
O16 1.459 2.693 5.245
C34 -0.685 3.076 6.300
F13 -1.012 3.994 7.231
F14 -1.375 1.964 6.605
F15 -1.169 3.523 5.133
H49 3.230 4.393 8.176
H50 4.602 3.432 7.586
H51 3.415 4.101 6.454
H52 2.877 1.943 8.555
H53 2.999 1.641 6.830

=====

Record 2
Molecular formula: C34H53N10O3PSZr
Method: DFT, the ωB97M-V functional and the def2-TZVPD basis

Results
relative energy (zero: lowest compared OMol25 entry of this formula, charge and spin) = 0.000 eV
total charge = +2
HOMO-LUMO gap = 7.2 eV

Positions of all 103 atoms, in Å:
Zr1 0.743 0.738 -1.192
N1 -0.456 2.773 -1.635
N2 -0.704 3.168 -2.963
C1 0.153 2.773 -3.933
N3 -0.020 3.310 -5.133
S1 1.397 1.664 -3.653
H1 -1.348 2.730 -1.145
H2 0.153 3.441 -1.159
H3 -1.222 4.027 -3.088
H4 -0.763 3.956 -5.344
H5 0.593 3.032 -5.883
C2 2.330 4.406 -0.057
C3 3.109 3.467 0.821
C4 4.144 3.935 1.614
C5 4.852 3.072 2.439
C6 4.516 1.730 2.473
C7 3.483 1.221 1.690
C8 3.166 -0.249 1.759
C9 2.777 2.099 0.851
N4 1.762 1.636 0.027
H6 2.761 5.405 -0.044
H7 1.295 4.496 0.297
H8 2.314 4.057 -1.096
H9 4.399 4.988 1.588
H10 5.659 3.447 3.054
H11 5.062 1.056 3.122
H12 3.911 -0.845 1.224
H13 2.185 -0.475 1.337
H14 3.175 -0.597 2.793
O1 1.420 -5.852 -0.202
C10 2.721 -6.020 -0.752
N5 3.138 -4.748 -1.265
C11 3.887 -3.884 -0.526
O2 4.450 -4.168 0.505
C12 3.946 -2.474 -1.048
C13 5.145 -1.777 -1.112
C14 5.117 -0.437 -1.458
C15 3.896 0.179 -1.667
N6 2.732 -0.483 -1.594
C16 2.773 -1.791 -1.307
H15 1.157 -6.679 0.218
H16 2.706 -6.745 -1.567
H17 3.441 -6.324 0.007
H18 2.768 -4.443 -2.149
H19 6.074 -2.278 -0.875
H20 6.025 0.145 -1.525
H21 3.834 1.241 -1.866
H22 1.824 -2.308 -1.213
N7 -0.194 -1.249 -2.507
C17 -1.248 -0.681 -3.313
C18 -1.074 -0.528 -4.683
C19 -2.064 0.079 -5.439
C20 -3.230 0.536 -4.836
C21 -3.401 0.373 -3.470
C22 -2.412 -0.231 -2.702
H23 0.460 -1.754 -3.095
H24 -0.581 -1.901 -1.829
H25 -0.169 -0.887 -5.159
H26 -1.931 0.178 -6.509
H27 -4.008 0.992 -5.433
H28 -4.318 0.702 -2.998
H29 -2.555 -0.370 -1.636
O3 -0.766 -0.033 0.057
P1 -1.759 -0.116 1.222
N8 -3.240 0.366 0.730
C23 -4.493 -0.387 0.966
C24 -5.554 0.500 0.319
C25 -5.005 1.910 0.521
C26 -3.514 1.728 0.249
N9 -1.821 -1.671 1.676
C27 -1.710 -2.802 0.735
C28 -2.203 -3.993 1.552
C29 -1.808 -3.621 2.980
C30 -2.132 -2.131 3.045
N10 -1.308 0.854 2.440
C31 -2.254 1.374 3.458
C32 -1.402 1.480 4.720
C33 -0.006 1.769 4.175
C34 0.082 0.853 2.961
H30 -4.684 -0.501 2.036
H31 -4.447 -1.379 0.518
H32 -6.536 0.353 0.764
H33 -5.631 0.272 -0.747
H34 -5.155 2.229 1.555
H35 -5.462 2.652 -0.131
H36 -2.896 2.461 0.775
H37 -3.311 1.799 -0.829
H38 -0.666 -2.940 0.436
H39 -2.314 -2.635 -0.162
H40 -1.768 -4.930 1.213
H41 -3.289 -4.075 1.474
H42 -0.738 -3.774 3.130
H43 -2.343 -4.191 3.736
H44 -1.528 -1.597 3.778
H45 -3.188 -1.975 3.286
H46 -3.114 0.715 3.587
H47 -2.624 2.358 3.155
H48 -1.406 0.527 5.255
H49 -1.772 2.245 5.399
H50 0.788 1.575 4.893
H51 0.073 2.812 3.860
H52 0.379 -0.160 3.257
H53 0.771 1.209 2.200

=====

no.,calculated total energy (Ha)
1,-4195.4679
2,-2887.0669